This record from OMol25 describes a cluster of 6 separate species, C37H83FNO12S3 in total. The level of theory is wB97M-V/def2-TZVPD.

Positions of all 137 atoms, in Å:
C 4.34 -3.83 -1.09
C 3.72 -5.07 -0.46
C 2.58 -4.75 0.52
C 1.31 -4.28 -0.21
N 0.51 -3.24 0.45
C 0.22 -3.46 1.87
C -0.67 -4.69 2.10
C -1.81 -4.85 1.07
C -2.52 -3.54 0.64
C -3.91 -3.34 1.26
C -3.79 -2.92 2.74
C -4.17 -1.51 3.22
C -4.41 -1.55 4.75
C -3.07 -0.49 2.89
S -4.76 -2.35 0.26
O -4.77 -2.79 -1.12
O -5.99 -1.84 0.80
F -3.85 -0.94 0.10
C 0.96 -1.92 0.18
S 2.25 -1.16 0.85
S -0.12 -1.28 -1.00
C 0.21 0.50 -1.07
C -0.15 1.28 0.21
C 0.97 2.16 0.77
H 3.66 -3.36 -1.82
H 4.57 -3.08 -0.33
H 5.25 -4.07 -1.63
H 4.49 -5.66 0.04
H 3.32 -5.71 -1.26
H 2.35 -5.66 1.09
H 2.92 -3.99 1.23
H 1.58 -3.89 -1.19
H 0.65 -5.13 -0.39
H 1.14 -3.50 2.47
H -0.33 -2.58 2.22
H -0.06 -5.60 2.13
H -1.10 -4.58 3.10
H -1.46 -5.40 0.19
H -2.59 -5.48 1.52
H -1.88 -2.70 0.92
H -2.59 -3.53 -0.45
H -4.34 -3.65 3.35
H -2.73 -3.04 3.02
H -5.11 -1.21 2.76
H -4.12 -0.62 5.23
H -5.46 -1.75 4.98
H -3.83 -2.36 5.21
H -3.48 0.48 2.63
H -2.48 -0.81 2.03
H -2.39 -0.36 3.74
H -0.44 0.80 -1.90
H 1.24 0.69 -1.39
H -0.50 0.57 0.97
H -1.01 1.91 -0.03
H 1.41 1.73 1.67
H 0.60 3.16 1.02
H 1.78 2.29 0.04
C -6.09 4.01 -0.77
O -5.28 3.24 0.08
C -4.68 2.12 -0.57
C -3.22 2.34 -0.88
O -2.96 3.36 -1.84
C -2.47 4.54 -1.24
H -6.39 4.90 -0.22
H -5.56 4.31 -1.68
H -7.00 3.46 -1.06
H -5.23 1.88 -1.48
H -4.72 1.26 0.10
H -2.83 1.40 -1.28
H -2.68 2.58 0.04
H -1.48 4.36 -0.79
H -3.14 4.91 -0.46
H -2.37 5.30 -2.02
C 2.94 5.32 2.61
O 3.14 6.19 1.51
C 2.99 5.55 0.25
C 1.65 5.84 -0.39
O 0.59 5.26 0.35
C -0.15 6.17 1.14
H 2.93 5.94 3.51
H 1.99 4.79 2.54
H 3.75 4.59 2.69
H 3.12 4.46 0.36
H 3.78 5.92 -0.41
H 1.65 5.40 -1.39
H 1.52 6.92 -0.49
H -0.75 6.85 0.52
H 0.50 6.76 1.80
H -0.83 5.57 1.75
C -3.83 -8.79 2.22
O -4.77 -7.78 1.95
C -5.04 -7.59 0.57
C -6.37 -8.19 0.19
O -6.38 -9.61 0.31
C -7.01 -10.07 1.48
H -3.80 -8.93 3.30
H -4.10 -9.74 1.74
H -2.82 -8.50 1.88
H -4.23 -8.03 -0.03
H -5.06 -6.52 0.37
H -6.59 -7.95 -0.86
H -7.15 -7.76 0.81
H -8.09 -9.89 1.45
H -6.60 -9.59 2.38
H -6.84 -11.15 1.54
C 4.82 2.49 -2.64
O 4.41 2.61 -1.29
C 4.44 1.38 -0.58
C 5.64 1.28 0.33
O 6.86 1.21 -0.41
C 7.56 2.43 -0.45
H 4.90 3.50 -3.05
H 5.79 1.99 -2.73
H 4.09 1.93 -3.23
H 4.42 0.53 -1.27
H 3.53 1.33 0.03
H 5.56 0.37 0.92
H 5.66 2.14 1.01
H 7.96 2.70 0.54
H 6.93 3.26 -0.80
H 8.40 2.30 -1.14
C 6.23 6.88 -4.79
O 5.69 5.62 -5.13
C 5.38 4.80 -4.01
C 3.90 4.80 -3.71
O 3.45 6.08 -3.28
C 2.75 6.81 -4.27
H 6.30 7.46 -5.70
H 5.59 7.41 -4.07
H 7.23 6.77 -4.36
H 5.93 5.14 -3.13
H 5.70 3.78 -4.24
H 3.70 4.09 -2.90
H 3.34 4.48 -4.59
H 1.78 6.34 -4.49
H 3.33 6.88 -5.19
H 2.58 7.80 -3.87

LUMO level ... 1.9 eV
Kohn-Sham gap ... 5.808 eV
Energy ... -100991.106 eV
Total charge ... -1
M ... 849.27 g mol⁻¹

Mulliken population analysis, charges in e, atoms 1 to 99: -0.939, -0.885, -0.277, -1.128, 0.738, -1.065, -1.099, -0.797, 0.273, -0.084, -0.707, 1.076, -1.718, -0.719, 1.114, -0.765, -0.805, -0.146, -0.128, -0.303, 0.023, -0.742, 2.626, -0.560, 0.253, 0.157, 0.442, 0.405, 0.328, 0.283, 0.301, 0.541, 0.278, 0.609, 0.449, 0.337, 0.589, 0.094, 0.296, -1.070, 1.011, 0.360, -0.122, 0.374, 0.434, 0.369, 0.323, 0.329, -0.652, 0.517, 0.452, 0.365, 0.010, -2.107, 0.399, 0.205, -0.575, -0.737, -0.408, -0.401, -0.098, -0.473, -0.333, 0.237, 0.294, 0.325, 0.389, 0.052, 0.145, 0.343, -0.108, 0.289, 0.357, -0.540, -0.477, 0.241, -0.674, 0.284, -1.012, 0.258, 0.190, 0.271, -0.111, 0.212, 0.188, 0.324, 0.260, 0.415, 0.238, -0.745, -0.345, -0.137, -0.744, -0.369, -0.673, 0.260, 0.365, 0.266, 0.346